[1]
110
Properties=species:S:1:pos:R:3 method="wB97M-V/def2-TZVPD" e_lumo_ev=-4.1283 total_charge=+1 spin_multiplicity=1
C -0.445 4.869 2.636
C -0.056 3.566 1.917
N -1.119 2.500 1.979
C -0.825 1.555 0.850
C 0.262 0.534 1.187
C 0.699 0.396 2.474
C 1.665 -0.583 2.732
C 2.154 -1.320 1.688
C 1.615 -1.059 0.434
N 0.676 -0.181 0.155
C -0.495 2.632 -0.227
S -0.212 2.138 -1.948
C -1.501 0.963 -2.409
O -0.453 3.329 -2.709
O 1.053 1.520 -2.204
C 0.429 3.709 0.434
B 2.021 3.466 0.580
N 2.864 2.533 -0.140
O 2.636 4.305 1.498
H -1.426 5.245 2.335
H -0.406 4.656 3.710
H 0.336 5.609 2.463
H 0.725 3.182 2.578
H -1.977 3.000 1.720
H -1.338 2.101 2.892
H -1.765 1.059 0.564
H 0.335 0.956 3.326
H 2.011 -0.718 3.750
H 2.918 -2.064 1.870
H 2.001 -1.647 -0.393
H -1.462 3.158 -0.312
H -2.160 0.704 -1.575
H -2.058 1.354 -3.260
H -1.021 0.033 -2.721
H 0.324 4.719 0.029
H 2.956 2.759 -1.124
H 2.614 1.559 -0.023
H 3.207 3.728 2.024
C 6.470 -2.805 -1.122
C 6.002 -1.923 -0.242
C 5.207 -0.750 -0.679
O 4.775 0.057 0.120
C 4.950 -0.597 -2.132
C 5.417 -1.479 -3.012
C 6.213 -2.653 -2.577
O 6.636 -3.458 -3.377
H 7.053 -3.667 -0.824
H 6.178 -2.017 0.822
H 4.365 0.265 -2.430
H 5.239 -1.385 -4.076
C 1.088 -5.481 -3.975
C 1.443 -5.404 -2.695
C 1.323 -4.134 -1.939
O 1.652 -4.068 -0.770
C 0.791 -2.953 -2.663
C 0.438 -3.028 -3.943
C 0.558 -4.300 -4.701
O 0.234 -4.375 -5.865
H 1.169 -6.399 -4.543
H 1.832 -6.254 -2.149
H 0.708 -2.033 -2.096
H 0.052 -2.178 -4.488
C 0.189 7.216 7.400
C 0.117 7.257 6.072
C -1.180 7.123 5.368
O -1.243 7.157 4.154
C -2.396 6.942 6.196
C -2.327 6.901 7.524
C -1.029 7.035 8.232
O -0.964 6.999 9.440
H 1.126 7.312 7.934
H 0.993 7.390 5.449
H -3.333 6.848 5.661
H -3.203 6.770 8.146
C -5.488 0.023 0.984
C -6.347 0.201 1.985
C -5.935 0.008 3.397
O -6.711 0.167 4.310
C -4.524 -0.389 3.650
C -3.667 -0.566 2.647
C -4.085 -0.372 1.238
O -3.295 -0.533 0.325
H -5.770 0.157 -0.052
H -7.377 0.491 1.820
H -4.241 -0.526 4.687
H -2.635 -0.859 2.809
C -3.651 -4.554 1.307
C -3.052 -5.652 1.762
C -3.712 -6.531 2.761
O -3.167 -7.527 3.177
C -5.065 -6.137 3.230
C -5.662 -5.039 2.774
C -5.002 -4.164 1.777
O -5.546 -3.161 1.358
H -3.188 -3.900 0.578
H -2.067 -5.954 1.430
H -5.530 -6.790 3.958
H -6.648 -4.735 3.104
C 3.793 -1.197 -9.122
C 3.576 -1.243 -7.810
C 2.352 -1.870 -7.256
O 2.155 -1.910 -6.056
C 1.380 -2.446 -8.215
C 1.596 -2.399 -9.527
C 2.820 -1.772 -10.085
O 3.019 -1.731 -11.278
H 4.679 -0.743 -9.547
H 4.273 -0.830 -7.093
H 0.496 -2.900 -7.787
H 0.898 -2.813 -10.244


[2]
110
Properties=species:S:1:pos:R:3 method="wB97M-V/def2-TZVPD" e_above_lowest_ev=0.063 e_lumo_ev=2.6449 total_charge=-2 spin_multiplicity=1
Cs 0.751 -0.377 0.825
O 5.067 -3.235 5.434
C 4.218 -2.822 4.448
C 4.412 -1.650 3.748
C 3.506 -1.297 2.753
N 2.459 -2.060 2.432
C 2.292 -3.191 3.123
C 3.125 -3.613 4.140
C 1.131 -4.097 2.801
O 1.035 -5.184 3.325
O 0.255 -3.581 1.948
C 3.782 0.026 2.019
O 4.978 0.357 1.994
O 2.779 0.643 1.559
H 5.776 -2.590 5.502
H 5.259 -0.998 3.929
H 2.922 -4.535 4.668
C -0.665 0.072 -5.407
C -0.041 0.873 -4.255
C -1.030 1.645 -3.504
N -1.811 2.278 -2.935
H 0.130 -0.333 -6.036
H -1.317 0.694 -6.025
H -1.244 -0.763 -5.025
H 0.706 1.570 -4.642
H 0.493 0.196 -3.529
Se -0.785 -0.141 6.816
N -2.533 -0.408 6.954
C -2.954 -0.564 5.722
C -4.308 -0.829 5.339
C -4.566 -0.954 4.024
C -3.511 -0.814 3.049
N -2.265 -0.595 3.338
C -1.954 -0.470 4.666
N -0.720 -0.249 5.062
H -5.072 -0.939 6.096
H -5.565 -1.179 3.674
H -3.745 -0.928 1.993
S -4.508 -2.865 0.816
C -3.100 -3.851 0.631
N -2.030 -3.536 1.453
C -0.961 -4.427 1.741
C -0.801 -5.400 0.643
C -1.808 -5.537 -0.237
N -3.016 -4.858 -0.211
H -2.201 -2.802 2.113
H -1.091 -4.899 2.708
H 0.103 -5.996 0.622
H -1.717 -6.260 -1.044
N -3.879 6.847 0.978
C -4.038 8.214 0.975
C -5.135 9.042 1.192
C -4.915 10.405 1.103
C -3.643 10.921 0.808
C -2.558 10.088 0.596
C -2.760 8.712 0.683
N -1.865 7.667 0.519
C -2.561 6.580 0.699
C -2.036 5.208 0.624
C -0.679 4.997 0.429
C -0.210 3.696 0.364
N -1.000 2.628 0.481
C -2.299 2.835 0.661
C -2.860 4.098 0.740
H -4.588 6.162 1.161
H -6.118 8.644 1.419
H -5.742 11.088 1.263
H -3.514 11.994 0.745
H -1.575 10.484 0.368
H -0.016 5.845 0.333
H 0.846 3.491 0.214
H -2.920 1.949 0.742
H -3.930 4.191 0.882
C 4.631 2.493 -0.628
Sb 3.173 1.030 -1.304
C 4.640 -0.535 -1.387
C 3.495 1.646 -3.372
H 5.571 2.364 -1.176
H 4.816 2.322 0.436
H 4.264 3.515 -0.777
H 5.372 -0.309 -2.167
H 4.149 -1.487 -1.601
H 5.144 -0.583 -0.415
H 4.550 1.889 -3.540
H 2.887 2.529 -3.602
H 3.197 0.831 -4.041
N 1.491 -1.200 -2.450
C 1.208 -2.395 -2.734
C 2.313 -3.450 -2.857
C 2.598 -4.292 -1.780
C 3.634 -5.218 -1.855
C 4.390 -5.328 -3.017
C 4.109 -4.498 -4.098
C 3.081 -3.563 -4.013
C -0.211 -2.912 -2.991
C -1.299 -2.174 -2.532
C -2.601 -2.581 -2.782
C -2.843 -3.751 -3.493
C -1.773 -4.500 -3.956
C -0.465 -4.086 -3.704
H 1.996 -4.210 -0.878
H 3.850 -5.859 -1.005
H 5.202 -6.047 -3.076
H 4.691 -4.583 -5.011
H 2.868 -2.905 -4.850
H -1.106 -1.264 -1.973
H -3.432 -2.002 -2.399
H -3.861 -4.089 -3.651
H -1.950 -5.426 -4.496
H 0.363 -4.683 -4.068


[3]
103
Properties=species:S:1:pos:R:3 method="wB97M-V/def2-TZVPD" e_above_lowest_ev=5.901 e_lumo_ev=3.8824 total_charge=-2 spin_multiplicity=1
Tl 14.002 9.806 13.249
S 13.159 11.500 15.733
P 15.034 11.061 16.312
C 15.894 10.312 15.006
P 17.502 10.275 14.285
S 17.572 9.136 12.579
C 17.969 11.838 13.506
C 17.078 12.720 12.962
C 17.442 13.738 12.060
C 18.765 14.093 11.962
C 19.698 13.238 12.617
C 19.324 12.093 13.315
C 18.656 9.648 15.491
C 18.316 9.336 16.768
C 19.308 8.658 17.549
C 20.515 8.256 17.018
C 20.839 8.623 15.742
C 19.867 9.207 14.917
C 14.607 9.720 17.490
C 13.977 10.056 18.698
C 13.875 9.051 19.665
C 14.348 7.743 19.396
C 15.016 7.388 18.192
C 15.079 8.409 17.197
C 16.060 12.289 17.239
C 16.102 13.623 16.806
C 16.810 14.601 17.494
C 17.534 14.219 18.572
C 17.564 12.883 18.991
C 16.824 11.947 18.345
H 15.997 12.520 13.008
H 16.604 14.408 11.668
H 19.170 14.936 11.376
H 20.772 13.478 12.624
H 20.111 11.537 13.769
H 17.415 9.620 17.238
H 19.069 8.401 18.603
H 21.218 7.687 17.593
H 21.832 8.346 15.365
H 19.945 9.291 13.815
H 13.528 11.093 18.750
H 13.421 9.250 20.630
H 14.289 7.050 20.249
H 15.558 6.475 18.135
H 15.517 8.191 16.209
H 15.460 13.922 15.964
H 16.790 15.656 17.246
H 18.056 14.960 19.142
H 18.258 12.592 19.769
H 16.744 10.903 18.751
C 9.082 7.090 17.253
C 9.913 6.562 16.104
C 11.146 5.805 16.175
C 11.522 5.446 14.869
N 10.575 5.928 13.993
N 9.702 6.629 14.743
C 12.853 4.965 14.390
H 8.112 7.362 16.855
H 9.484 8.031 17.694
H 8.953 6.303 18.048
H 11.627 5.462 17.117
H 8.858 6.810 14.215
H 13.622 5.619 14.778
H 12.936 5.165 13.334
H 12.943 3.901 14.606
C 15.290 11.425 8.902
C 14.200 12.025 9.680
N 13.920 11.826 10.955
C 12.875 12.613 11.314
C 12.392 13.241 10.184
N 13.205 12.838 9.118
C 12.957 13.224 7.690
N 11.628 12.927 7.149
N 10.972 13.981 6.449
N 9.847 13.591 6.084
C 9.518 12.374 6.643
C 8.400 11.595 6.455
C 8.383 10.380 7.139
C 9.459 9.960 7.909
C 10.643 10.668 7.970
C 10.694 11.919 7.348
H 15.946 10.915 9.680
H 15.893 12.144 8.284
H 14.952 10.659 8.245
H 12.481 12.621 12.333
H 11.619 14.003 10.148
H 13.607 12.655 7.038
H 13.227 14.225 7.550
H 7.678 11.896 5.750
H 7.594 9.693 7.039
H 9.447 8.950 8.419
H 11.603 10.307 8.364
F 11.192 7.236 8.739
C 11.826 7.528 9.861
C 11.036 8.059 10.904
C 11.613 8.422 12.126
C 12.963 8.250 12.168
C 13.799 7.729 11.172
C 13.252 7.422 9.952
H 9.948 8.149 10.806
H 11.039 8.815 12.988
H 14.923 7.786 11.306
H 13.809 7.019 9.109


[4]
103
Properties=species:S:1:pos:R:3 method="wB97M-V/def2-TZVPD" e_above_lowest_ev=0.188 e_lumo_ev="0.0665 / -0.1187" spin_multiplicity=2
Fe 0.710 0.892 1.178
C 1.653 -0.326 -2.082
C 1.821 -1.253 -0.924
C 2.628 -2.406 -1.121
C 2.699 -3.362 -0.167
C 1.912 -3.227 1.002
C 1.807 -4.251 1.967
C 0.941 -4.107 3.016
C 0.184 -2.933 3.158
C 0.303 -1.893 2.262
S -0.611 -0.418 2.411
C 1.173 -2.038 1.151
N 1.178 -1.034 0.203
H 0.986 -0.808 -2.805
H 2.605 -0.139 -2.580
H 1.212 0.613 -1.781
H 3.175 -2.494 -2.051
H 3.310 -4.248 -0.300
H 2.393 -5.153 1.843
H 0.835 -4.898 3.748
H -0.495 -2.824 3.995
S 0.610 2.564 2.664
C -0.328 3.893 2.023
C -0.320 5.125 2.688
C -1.142 6.153 2.269
C -2.003 5.984 1.185
C -2.008 4.774 0.514
C -1.160 3.745 0.915
As -1.077 2.046 0.016
C -2.978 1.642 0.001
C -3.762 1.650 -1.146
C -5.134 1.446 -1.053
C -5.725 1.234 0.184
C -4.943 1.222 1.331
C -3.574 1.424 1.241
C -0.743 2.575 -1.826
C -0.305 3.860 -2.129
C -0.026 4.215 -3.443
C -0.173 3.287 -4.464
C -0.600 2.000 -4.167
C -0.882 1.646 -2.855
H 0.329 5.258 3.545
H -1.121 7.100 2.795
H -2.657 6.787 0.873
H -2.674 4.622 -0.329
H -3.314 1.832 -2.114
H -5.740 1.459 -1.950
H -6.794 1.078 0.254
H -5.399 1.055 2.298
H -2.967 1.417 2.140
H -0.165 4.587 -1.340
H 0.318 5.218 -3.663
H 0.046 3.565 -5.488
H -0.710 1.267 -4.956
H -1.202 0.636 -2.627
O 5.942 1.691 0.071
C 5.295 2.170 -1.020
C 6.017 2.706 -2.085
C 5.374 3.208 -3.202
C 3.988 3.185 -3.271
C 3.271 2.655 -2.214
C 3.895 2.135 -1.080
C 3.020 1.600 -0.006
O 1.750 1.864 -0.120
N 3.519 0.884 0.952
N 2.536 0.567 1.896
C 3.043 0.096 2.975
S 4.776 -0.143 3.092
C 4.685 -0.916 4.732
C 3.554 -0.254 5.489
S 2.102 -0.252 4.403
H 6.884 1.854 -0.036
H 7.101 2.726 -2.026
H 5.959 3.621 -4.014
H 3.468 3.578 -4.135
H 2.191 2.639 -2.247
H 5.644 -0.755 5.223
H 4.511 -1.987 4.626
H 3.807 0.772 5.754
H 3.284 -0.803 6.391
C -2.864 -2.265 -2.774
As -1.924 -1.779 -1.113
C -3.532 -1.779 0.000
C -1.196 -3.583 -0.675
C -2.201 -4.654 -0.406
C -2.670 -5.483 -1.423
C -3.621 -6.462 -1.164
C -4.117 -6.630 0.120
C -3.652 -5.815 1.144
C -2.705 -4.837 0.882
H -3.557 -3.090 -2.609
H -2.156 -2.540 -3.557
H -3.424 -1.390 -3.108
H -4.070 -2.721 -0.109
H -4.166 -0.960 -0.332
H -3.268 -1.618 1.045
H -0.543 -3.449 0.186
H -0.566 -3.844 -1.529
H -2.281 -5.363 -2.428
H -3.971 -7.097 -1.968
H -4.855 -7.395 0.324
H -4.029 -5.941 2.151
H -2.342 -4.203 1.683


Copy entry 1 word for word.
110
Properties=species:S:1:pos:R:3 method="wB97M-V/def2-TZVPD" e_lumo_ev=-4.1283 total_charge=+1 spin_multiplicity=1
C -0.445 4.869 2.636
C -0.056 3.566 1.917
N -1.119 2.500 1.979
C -0.825 1.555 0.850
C 0.262 0.534 1.187
C 0.699 0.396 2.474
C 1.665 -0.583 2.732
C 2.154 -1.320 1.688
C 1.615 -1.059 0.434
N 0.676 -0.181 0.155
C -0.495 2.632 -0.227
S -0.212 2.138 -1.948
C -1.501 0.963 -2.409
O -0.453 3.329 -2.709
O 1.053 1.520 -2.204
C 0.429 3.709 0.434
B 2.021 3.466 0.580
N 2.864 2.533 -0.140
O 2.636 4.305 1.498
H -1.426 5.245 2.335
H -0.406 4.656 3.710
H 0.336 5.609 2.463
H 0.725 3.182 2.578
H -1.977 3.000 1.720
H -1.338 2.101 2.892
H -1.765 1.059 0.564
H 0.335 0.956 3.326
H 2.011 -0.718 3.750
H 2.918 -2.064 1.870
H 2.001 -1.647 -0.393
H -1.462 3.158 -0.312
H -2.160 0.704 -1.575
H -2.058 1.354 -3.260
H -1.021 0.033 -2.721
H 0.324 4.719 0.029
H 2.956 2.759 -1.124
H 2.614 1.559 -0.023
H 3.207 3.728 2.024
C 6.470 -2.805 -1.122
C 6.002 -1.923 -0.242
C 5.207 -0.750 -0.679
O 4.775 0.057 0.120
C 4.950 -0.597 -2.132
C 5.417 -1.479 -3.012
C 6.213 -2.653 -2.577
O 6.636 -3.458 -3.377
H 7.053 -3.667 -0.824
H 6.178 -2.017 0.822
H 4.365 0.265 -2.430
H 5.239 -1.385 -4.076
C 1.088 -5.481 -3.975
C 1.443 -5.404 -2.695
C 1.323 -4.134 -1.939
O 1.652 -4.068 -0.770
C 0.791 -2.953 -2.663
C 0.438 -3.028 -3.943
C 0.558 -4.300 -4.701
O 0.234 -4.375 -5.865
H 1.169 -6.399 -4.543
H 1.832 -6.254 -2.149
H 0.708 -2.033 -2.096
H 0.052 -2.178 -4.488
C 0.189 7.216 7.400
C 0.117 7.257 6.072
C -1.180 7.123 5.368
O -1.243 7.157 4.154
C -2.396 6.942 6.196
C -2.327 6.901 7.524
C -1.029 7.035 8.232
O -0.964 6.999 9.440
H 1.126 7.312 7.934
H 0.993 7.390 5.449
H -3.333 6.848 5.661
H -3.203 6.770 8.146
C -5.488 0.023 0.984
C -6.347 0.201 1.985
C -5.935 0.008 3.397
O -6.711 0.167 4.310
C -4.524 -0.389 3.650
C -3.667 -0.566 2.647
C -4.085 -0.372 1.238
O -3.295 -0.533 0.325
H -5.770 0.157 -0.052
H -7.377 0.491 1.820
H -4.241 -0.526 4.687
H -2.635 -0.859 2.809
C -3.651 -4.554 1.307
C -3.052 -5.652 1.762
C -3.712 -6.531 2.761
O -3.167 -7.527 3.177
C -5.065 -6.137 3.230
C -5.662 -5.039 2.774
C -5.002 -4.164 1.777
O -5.546 -3.161 1.358
H -3.188 -3.900 0.578
H -2.067 -5.954 1.430
H -5.530 -6.790 3.958
H -6.648 -4.735 3.104
C 3.793 -1.197 -9.122
C 3.576 -1.243 -7.810
C 2.352 -1.870 -7.256
O 2.155 -1.910 -6.056
C 1.380 -2.446 -8.215
C 1.596 -2.399 -9.527
C 2.820 -1.772 -10.085
O 3.019 -1.731 -11.278
H 4.679 -0.743 -9.547
H 4.273 -0.830 -7.093
H 0.496 -2.900 -7.787
H 0.898 -2.813 -10.244